[1]
Below is a molecular structure, C23H43AlN2OP3S, with properties calculated with ωB97M-V with the def2-TZVPD basis set.

Geometry as XYZ:
```
74
C23H43AlN2OP3S, DFT ωB97M-V with the def2-TZVPD basis set
Al 0.568 0.314 0.872
P 2.062 1.920 1.649
P -1.331 0.881 2.135
P -1.715 3.213 -1.479
H 0.472 -3.775 -5.830
C 0.614 -2.776 -6.265
C 1.825 -2.210 -6.213
H 2.638 -2.741 -5.716
C 3.542 1.057 2.241
C 1.546 3.043 2.975
C 2.692 3.037 0.355
C -2.862 -0.054 1.779
C -0.889 0.285 3.824
C -1.951 2.561 2.550
C -1.307 3.283 -3.226
C -1.087 4.591 -0.532
C -3.397 2.716 -1.152
H -0.258 -2.351 -6.781
H 2.066 -1.269 -6.700
H 3.832 0.275 1.524
H 3.348 0.579 3.210
H 4.354 1.791 2.332
H 1.111 2.506 3.826
H 0.805 3.767 2.610
H 2.437 3.586 3.316
H 3.081 2.482 -0.508
H 3.510 3.616 0.805
H 1.916 3.726 -0.003
H -3.557 0.071 2.625
H -2.631 -1.122 1.656
H -3.338 0.310 0.855
H -1.713 0.535 4.511
H 0.039 0.758 4.185
H -0.739 -0.803 3.811
H -2.594 2.457 3.439
H -2.541 3.002 1.733
H -1.125 3.244 2.796
H -1.874 4.132 -3.640
H -1.587 2.353 -3.759
H -0.219 3.455 -3.344
H -1.680 5.468 -0.797
H -0.035 4.758 -0.787
H -1.170 4.393 0.543
H -4.085 3.330 -1.758
H -3.674 2.819 -0.089
H -3.508 1.659 -1.446
C 0.233 -0.505 -2.159
C -1.142 -0.713 -2.317
C -1.540 -1.734 -3.172
C -0.596 -2.563 -3.771
C 0.759 -2.492 -3.419
C 1.190 -1.338 -2.771
S 0.890 0.869 -1.271
H -0.904 2.127 -1.090
H -1.864 -0.041 -1.854
H -2.583 -1.834 -3.438
H -0.928 -3.214 -4.574
H 1.485 -3.217 -3.793
H 2.225 -0.996 -2.722
N 0.430 -6.485 2.448
C 0.977 -5.441 3.170
O 1.601 -5.621 4.206
C 0.809 -4.100 2.522
C 0.279 -3.856 1.242
C 0.215 -2.552 0.754
N 0.740 -1.503 1.482
C 1.337 -1.759 2.696
C 1.337 -3.030 3.228
H 0.443 -7.404 2.871
H -0.290 -6.303 1.766
H -0.071 -4.689 0.629
H -0.209 -2.346 -0.243
H 1.819 -0.935 3.239
H 1.767 -3.197 4.208
```

As for the multiplicity: 1. The value obtained for the HOMO energy is -15.31 eV. Its largest force on an atom is 2.829 eV/Å. As for the total charge: +3. The HOMO-LUMO gap comes out at 6.3 eV. For the LUMO energy, the calculation gives -9.02 eV. Its electronic energy is -2750.78023 Eh.


[2]
Below is C21H18ClN5 in the gas phase, with properties calculated with ωB97M-V with the def2-TZVPD basis set.

Geometry as XYZ:
```
45
C21H18ClN5, DFT ωB97M-V with the def2-TZVPD basis set
C -2.303 -1.951 -3.326
C -2.892 -0.535 -3.335
C -3.792 -0.170 -4.356
C -4.390 1.096 -4.383
C -4.041 2.061 -3.439
C -3.155 1.718 -2.385
C -2.886 2.803 -1.314
C -2.558 0.437 -2.359
C -1.585 0.126 -1.273
C -0.222 0.388 -1.513
C 0.749 0.037 -0.576
C 2.208 0.236 -0.943
C 0.363 -0.357 0.700
N 1.324 -0.550 1.636
C 0.895 -0.917 2.853
N 1.797 -1.206 3.881
C 3.183 -0.913 4.058
C 3.985 -0.270 3.132
C 5.320 -0.049 3.357
C 5.902 -0.425 4.587
Cl 7.622 -0.235 4.830
N 5.130 -1.002 5.510
C 3.843 -1.219 5.270
N -0.423 -1.160 3.119
N -1.387 -1.047 2.193
C -1.006 -0.612 0.954
C -1.949 -0.411 -0.074
H -1.354 -1.933 -3.836
H -2.972 -2.671 -3.822
H -2.164 -2.336 -2.307
H -4.101 -0.868 -5.143
H -5.121 1.379 -5.156
H -4.587 3.035 -3.500
H -3.697 3.554 -1.262
H -2.768 2.270 -0.380
H -1.941 3.380 -1.518
H 0.080 0.842 -2.469
H 2.796 -0.676 -0.947
H 2.664 0.933 -0.235
H 2.324 0.687 -1.927
H 1.330 -1.658 4.654
H 3.581 0.065 2.200
H 5.950 0.421 2.603
H 3.247 -1.629 6.102
H -3.000 -0.669 0.140
```

The structure (SMILES) is Cc1cccc(C)c1-c1cc(C)c2nc(Nc3ccc(Cl)nc3)nnc2c1. As for the multiplicity: 1. The value obtained for the HOMO energy is -8.42 eV. Its largest force on an atom is 2.915 eV/Å. As for the total charge: 0. The HOMO-LUMO gap comes out at 7.4 eV. For the LUMO energy, the calculation gives -1.01 eV. Its electronic energy is -1545.00202 Eh.